Formula: C5H9N4
Source: the OMol25 dataset
Level of theory: ωB97M-V with the def2-TZVPD basis set

```
18
Properties=species:S:1:pos:R:3:nbo_charge:R:1
C 1.14 -1.76 -2.18 0.1429
C -0.09 -0.50 -0.85 0.1835
C -0.14 -0.05 2.64 -0.2731
C 0.20 0.72 1.62 -0.3107
C -0.78 1.23 0.63 0.2547
N 1.04 -0.50 -1.55 -0.5646
N 0.08 -2.47 -1.91 -0.2170
N -0.60 -1.74 -1.06 -0.3816
N -0.59 2.33 -0.07 -0.6953
H 1.96 -2.20 -2.78 0.2506
H 0.39 -0.54 3.48 0.2526
H -1.25 -0.23 2.61 0.1883
H 1.33 0.90 1.51 0.2340
H -1.79 1.07 0.70 0.2165
H -1.49 -2.17 -0.65 0.4434
H 0.35 2.79 -0.17 0.4193
H -1.39 2.80 -0.34 0.4156
H 1.62 0.33 -1.61 0.4407
```

Output
* HOMO (alpha / beta): -13.3 / -13.3 eV
* gap between HOMO and LUMO (alpha / beta): 9.31 / 9.30 eV
* net charge: +1